Record 1
Molecular formula: C6H10O
Method: DFT, ωB97M-V/def2-TZVPD

CARTESIAN COORDINATES (ANGSTROEM)
H  -2.90686  -0.05056  -0.44133
H  0.48702  0.82397  -1.28768
C  0.85595  -0.01141  0.45627
C  2.37278  -0.07002  0.19746
C  -1.13750  -1.16955  0.28053
H  2.84761  -1.00105  0.51479
C  0.26409  1.14871  -0.26420
H  -2.32748  -2.16855  -0.90429
C  -1.21857  1.19661  -0.26759
H  0.64977  -0.11950  1.51717
H  -1.73252  2.11047  -0.54941
C  -1.86622  0.03739  -0.11755
H  2.63822  0.10407  -0.85404
H  2.89182  0.73767  0.75627
H  0.74879  2.12930  -0.14774
O  -1.69104  -2.34539  -0.19415
H  -0.87587  -1.35217  1.30549

Forces on atoms 1 to 6 (eV/Å):
0.08 -0.06 0.39
0.04 0.55 -0.44
-0.20 -0.08 -0.01
-0.16 -0.29 -0.09
0.36 0.28 0.20
-0.15 -0.02 -0.05

Calculated values
Energy in eV: -8427.7542
Frontier orbital gap (alpha / beta) in eV: 8.093 / 8.095

=====

Record 2
Molecular formula: C5H7N
Method: DFT, ωB97M-V/def2-TZVPD

CARTESIAN COORDINATES (ANGSTROEM)
H  1.16663  -1.71067  0.72895
C  0.72306  0.94044  -0.63825
N  -1.62305  0.24198  -0.02242
C  0.40133  -1.28308  0.05993
H  0.64877  1.58454  -1.49721
C  1.15380  -0.44232  -0.93905
H  -0.57856  1.83787  1.00337
H  -0.02862  -2.16128  -0.44582
C  -0.41792  0.97464  0.36105
H  -0.95191  -0.69471  1.80483
C  -0.62470  -0.43148  0.80121
H  -1.57098  -0.06863  -0.99313
H  1.70215  1.21270  -0.22348

Forces on atoms 1 to 6 (eV/Å):
-0.11 0.03 -0.08
-0.05 -0.51 0.13
-0.02 -0.05 -0.31
0.10 0.05 0.04
-0.10 0.30 -0.47
-0.59 -0.23 0.07

Calculated values
Energy in eV: -6784.0460
Frontier orbital gap in eV: 8.682

=====

Record 3
Molecular formula: C21H34BrCaClCsFN5NaO12S
Method: DFT, ωB97M-V/def2-TZVPD

CARTESIAN COORDINATES (ANGSTROEM)
H  1.98849  -6.35277  6.60042
C  0.30971  2.19823  -2.49810
C  -2.87040  1.01849  -0.65387
O  4.06968  -0.93297  -1.40853
C  -5.43547  -2.91870  -1.37327
C  2.49468  -2.52671  -0.34706
O  -9.64624  3.97791  -5.93846
C  2.42480  -0.96888  5.56313
C  -4.81022  -1.56308  -1.47424
H  1.97999  -3.45609  -0.60425
H  4.50716  -1.39633  -4.25788
H  5.87661  -1.49194  -5.38450
H  3.83284  3.49930  1.78867
C  -0.80207  1.32433  -1.97843
Br  -1.95124  -2.65258  -2.36781
H  3.16744  -2.72227  0.48441
H  5.08802  0.85648  -4.01665
N  3.85508  3.03202  3.83455
Cs  -2.01121  1.90231  2.05800
C  -1.97993  -0.82832  -1.81332
C  3.43354  0.26363  -1.22330
H  3.20708  -5.41868  7.48640
O  2.18290  -4.43052  5.97895
C  2.21430  -5.38481  7.03972
H  1.88029  2.55195  -0.98508
H  -0.23928  -0.48923  -2.92845
C  1.97911  0.47091  -1.52960
C  -0.97622  -0.03293  -2.28159
H  0.04687  3.21975  -2.22449
H  1.76136  -0.66975  6.37460
O  -8.97257  5.31125  -3.63555
H  -6.04885  -1.05911  -3.19430
C  2.27266  -3.15815  6.38629
H  -4.32762  -1.05083  -3.47420
C  3.85586  -0.57908  5.84471
H  1.46838  -5.15493  7.79755
H  3.94280  0.49771  5.93316
H  4.50763  -0.92293  5.04016
H  4.21624  -1.03257  6.76940
O  4.04133  1.17122  -0.77463
O  4.46948  4.05879  4.05348
C  3.47231  2.70121  2.42946
H  1.73529  -1.82337  -0.01449
H  2.08175  -0.47070  4.65783
H  -6.52536  -2.88659  -1.40582
H  -9.93858  4.83453  -5.60146
H  3.92716  1.75579  2.17030
H  0.35911  2.18545  -3.59341
N  -1.84954  3.21604  -0.72483
O  5.40899  0.42012  -4.80444
C  -5.09822  -0.78443  -2.74522
Na  3.33313  1.24022  -4.03628
C  3.24591  -2.08740  -1.59203
O  -10.19612  4.20463  -2.27332
H  3.92972  -2.89681  -1.84954
H  2.54860  -2.01021  -2.43363
O  2.29572  -2.38278  5.31008
O  2.32885  -2.79707  7.53326
C  1.68819  1.92593  -1.85150
F  2.66495  0.85071  1.03604
C  -1.75848  1.90321  -1.14379
C  -2.99567  -0.31406  -0.96663
Ca  -5.12032  2.31743  -1.38093
H  -5.09529  -3.52310  -2.21650
H  2.39559  2.62447  2.39480
C  5.49266  -0.99185  -4.50181
H  2.47033  2.23369  -2.57181
O  -8.03900  3.82048  -2.41437
H  -5.04211  0.29479  -2.55761
Cl  -10.26802  2.12255  -2.08243
H  1.35936  0.15155  -0.69847
S  -3.24366  3.40039  0.23416
H  1.67799  -0.14716  -2.39267
H  6.16872  -1.15530  -3.66510
O  3.52140  2.23245  4.69005
N  -4.05441  -1.15626  -0.52538
N  -9.02241  4.45435  -2.78504
H  -5.07509  -3.39045  -0.46375
N  -3.78647  1.76748  0.17027

Forces on atoms 1 to 6 (eV/Å):
0.01 0.07 -0.15
0.14 0.03 0.47
0.65 2.36 0.02
-0.82 0.00 -0.50
-0.30 0.23 0.36
-0.22 -0.12 -0.12

Calculated values
Energy in eV: -173852.2283
Frontier orbital gap in eV: 3.994

=====

Record 4
Molecular formula: C4H12
Method: DFT, ωB97M-V/def2-TZVPD

CARTESIAN COORDINATES (ANGSTROEM)
H  -1.82454  -0.95513  -1.82733
H  0.97203  -0.72338  0.02539
H  -2.27529  1.41260  -2.34488
C  -1.62844  -0.21127  -1.07468
H  -2.36103  0.09593  -0.19906
H  -0.65847  -0.53237  -0.69967
H  -0.47825  0.78492  -2.56723
H  0.82804  0.82998  2.25874
H  -1.14518  1.74515  -1.29466
H  1.95380  -0.23175  2.86701
H  0.37215  -0.76628  2.39192
C  1.78066  -0.61831  0.77979
C  1.20813  -0.20534  2.14587
H  2.72547  0.04159  0.55383
C  -1.42504  1.05208  -1.91127
H  1.95596  -1.71840  0.89623

Forces on atoms 1 to 6 (eV/Å):
-1.32 -0.87 0.47
0.90 1.15 0.09
-2.12 0.46 -1.94
-0.63 1.45 0.78
1.17 -1.62 -1.84
-0.25 0.27 0.50

Calculated values
SMILES string: CC.CC
Energy in eV: -4340.7992
Frontier orbital gap in eV: 12.355

=====

Record 5
Molecular formula: C27H62NO9
Method: DFT, ωB97M-V/def2-TZVPD

CARTESIAN COORDINATES (ANGSTROEM)
H  -5.52691  -0.87201  -4.54343
C  -3.91658  -1.26358  -3.19100
H  -0.69301  -0.61672  -1.08510
H  -0.80953  5.06705  -4.08389
H  1.16441  0.19562  2.97049
H  -3.80643  -2.31188  -3.48607
H  6.05709  3.81111  3.63550
H  5.62909  1.14082  3.08603
O  -3.50404  -8.36402  -3.05652
H  -5.09547  -6.62210  -2.00284
C  5.49904  1.61195  7.76104
H  3.70772  4.10563  3.50293
H  -0.35470  0.94683  -0.20302
H  -3.66809  -2.01913  -0.01470
H  -3.21314  -0.67206  -3.78644
H  0.79366  -0.85628  0.94206
C  3.57287  2.12895  2.09191
H  2.21656  -2.14474  2.20651
H  -5.94629  -0.51386  -1.01114
H  5.99676  0.75929  8.23080
H  -7.47677  -0.13941  -1.85189
H  -5.42830  0.28777  -3.21096
H  2.91700  4.12353  9.42390
H  -7.27386  -1.68788  -1.00703
H  4.19068  2.81591  5.94585
C  4.17675  3.24598  2.99959
C  -3.83337  -7.78105  -4.30807
C  2.76272  -1.57083  1.42585
C  -1.65900  3.29155  -5.70879
C  4.86488  1.80646  1.24661
C  -2.21152  2.38402  -4.62269
H  4.73081  1.31286  5.13219
C  5.91776  1.96095  2.38683
H  6.10975  2.94437  9.31670
C  -6.76382  -0.93198  -1.60289
H  -3.30417  2.34793  -4.66224
C  1.79932  -0.40159  0.98984
H  -1.77367  -8.66054  -2.03515
O  -3.24890  -5.64238  -1.97737
C  1.73882  0.65830  2.13953
H  6.18365  2.03039  7.01532
H  2.76167  1.53018  -2.52382
H  -4.61665  -2.80478  -1.28728
H  5.09729  2.59580  0.50081
H  -2.26455  4.03191  -1.79247
O  -2.17330  4.61064  -5.59929
H  -3.22646  -7.22379  -0.62906
N  5.46423  3.16645  3.12265
H  -1.67386  -7.40551  -3.27777
H  2.92728  -2.28428  0.59667
H  -3.52042  2.85559  -2.23243
H  4.52287  2.21751  9.59610
H  -2.83754  -2.94282  -1.28538
H  -4.87020  -8.02956  -4.53255
H  3.03155  1.51311  5.61580
H  -1.67221  -6.45752  -0.98530
C  -2.31392  -7.82863  -2.49721
O  -6.29707  -1.55235  -2.79063
C  -3.68328  -2.28177  -1.07315
C  -1.26469  5.50403  -4.97596
C  3.18652  3.84628  8.40085
H  2.72834  2.88645  8.15175
C  1.27863  0.15520  -1.54210
H  -1.83571  1.36905  -4.78728
C  -2.75410  3.53074  -2.62720
H  -3.73201  -6.69356  -4.29138
O  4.31803  1.11553  7.13913
H  -3.22473  4.28546  -3.26040
H  -1.97454  2.90343  -6.68179
H  2.80053  4.60441  7.71973
H  3.19614  -0.35853  -0.66640
C  -2.61550  -6.79265  -1.42739
C  -5.32530  -0.76987  -3.47303
H  -0.71726  0.89990  -1.99791
C  2.29756  0.22281  -0.35529
H  4.83604  0.80909  0.77629
C  5.17870  2.64072  8.83066
H  1.22476  2.25999  -2.03250
O  -3.56049  -1.08440  -1.82684
H  2.63917  1.27694  -0.27627
O  3.02516  1.00049  2.68603
H  -5.09282  -4.90818  -2.45307
C  -4.65549  -5.64752  -1.78235
C  1.66732  1.35169  -2.50576
H  -4.88668  -5.36743  -0.74890
H  1.21340  1.25837  -3.50562
H  1.45967  -0.76254  -2.12984
C  4.06289  1.72933  5.89639
H  2.91664  2.65962  1.37455
H  3.72725  -1.20466  1.81545
H  6.98863  1.84237  2.15898
H  -0.56449  3.29845  -5.68957
O  4.60058  3.81328  8.26515
O  -1.77034  2.78599  -3.32943
H  1.15658  1.54915  1.82742
H  -0.48072  5.79263  -5.68310
H  -1.81773  6.39583  -4.68234
C  -0.21339  0.38305  -1.14155
H  -3.19372  -8.19638  -5.09305

Forces on atoms 1 to 6 (eV/Å):
0.04 0.03 -0.02
0.06 0.40 0.06
-0.05 0.69 0.41
0.00 -0.04 -0.02
0.51 0.33 -0.29
-0.07 -0.01 0.02

Calculated values
Energy in eV: -48908.8400
Total charge: +1
Frontier orbital gap in eV: 5.729

=====

Record 6
Molecular formula: C3H8NO
Method: DFT, ωB97M-V/def2-TZVPD

CARTESIAN COORDINATES (ANGSTROEM)
C  -2.18714  0.18155  -1.44927
C  2.08630  0.88376  1.13526
H  -2.10682  -0.74076  -2.09487
H  -0.05154  -0.17002  -0.14813
H  2.91776  1.28682  0.52106
N  1.84375  -0.48255  0.74526
C  0.87994  -0.74641  -0.04214
O  -2.24225  -0.07436  -0.11720
H  1.26226  1.58107  0.95566
H  0.93866  -1.73391  -0.49313
H  2.42580  1.03569  2.16750
H  -1.34809  0.85712  -1.71124
H  -3.14587  0.61852  -1.86765

Forces on atoms 1 to 6 (eV/Å):
-0.73 -0.50 0.77
-0.12 0.58 0.25
0.39 0.02 -0.07
0.27 0.12 -0.33
0.13 -0.10 0.00
0.47 0.05 -0.71

Calculated values
Multiplicity: 2
Energy in eV: -6772.0800
Total charge: -2
Frontier orbital gap (alpha / beta) in eV: 2.895 / 6.766